(1)
This record from the OMol25 dataset describes a cluster of 6 separate species, H12O6 in total. The level of theory is ωB97M-V with the def2-TZVPD basis set.

```
! wB97M-V def2-TZVPD RIJCOSX def2/J DEFGRID3
* xyz 0 1
O -1.404 1.637 3.776
H -1.465 0.920 4.417
H -0.876 1.279 3.050
O -0.288 -0.432 -0.049
H 0.420 -0.458 -0.714
H -0.191 0.428 0.397
O 1.849 -2.287 -3.387
H 1.609 -1.396 -3.075
H 1.039 -2.650 -3.759
O -0.085 2.179 1.102
H 0.300 2.955 1.530
H -0.675 2.537 0.426
O -2.146 -2.401 0.647
H -2.088 -2.446 1.605
H -1.517 -1.689 0.386
O 1.641 0.274 -2.172
H 2.590 0.378 -2.013
H 1.286 1.171 -2.167
*
```

Calculated values
Frontier orbital gap   10.243 eV
Structure (SMILES)   O.O.O.O.O.O
ΔE to the lowest compared entry with this formula, charge and spin   108.9 kJ/mol
E_LUMO   -0.150 eV



(2)
This record from the OMol25 dataset describes a cluster of 12 separate species, C4H34NO11 in total at a distorted geometry. The level of theory is ωB97M-V with the def2-TZVPD basis set.

```
! wB97M-V def2-TZVPD RIJCOSX def2/J DEFGRID3
* xyz 1 1
C -0.949 1.226 -2.079
C -0.154 0.119 -1.359
N -0.262 -0.047 0.144
C -1.713 -0.033 0.597
C -1.885 0.676 1.917
H -1.137 2.016 -1.348
H -1.943 0.866 -2.350
H -0.345 1.663 -2.869
H -0.277 -0.808 -1.910
H 0.901 0.382 -1.464
H 0.397 0.611 0.575
H 0.232 -0.928 0.352
H -2.053 -1.057 0.726
H -2.346 0.379 -0.163
H -1.542 1.718 1.892
H -2.929 0.702 2.236
H -1.294 0.184 2.683
H -2.692 -2.125 -3.672
H -2.038 -2.364 -2.386
O -2.446 -1.647 -2.895
H -1.388 -2.980 -0.149
H -1.654 -3.858 1.064
O -1.053 -3.181 0.730
H 2.328 0.741 2.614
H 2.234 1.984 1.877
O 2.679 1.125 1.787
H -1.025 4.981 -0.942
H -0.804 4.145 0.287
O -1.442 4.283 -0.426
H 2.416 -0.592 0.636
H 3.821 -0.421 0.257
O 3.058 -0.951 -0.006
H 0.939 -3.311 1.465
H 2.420 -2.895 0.952
O 1.617 -2.634 1.403
H 3.180 3.209 -1.391
H 4.155 2.467 -0.603
O 3.198 2.587 -0.652
H 0.476 -2.769 -3.326
H 1.037 -3.732 -2.340
O 0.312 -3.117 -2.442
H -3.263 -1.200 -1.371
H -4.728 -1.201 -1.122
O -3.905 -1.281 -0.647
H 0.345 -0.802 3.781
H 1.043 -1.459 2.568
O 0.849 -0.602 2.987
H 1.335 3.343 0.143
H 1.765 4.353 1.351
O 1.108 3.773 0.967
*
```

Calculated values
Frontier orbital gap   11.128 eV
ΔE to the lowest compared entry with this formula, charge and spin   218.6 kJ/mol
E_LUMO   -2.487 eV



(3)
This record from the OMol25 dataset describes a structure of composition C22H48F6N5O14S6V at a distorted geometry. The level of theory is ωB97M-V with the def2-TZVPD basis set.

```
! wB97M-V def2-TZVPD RIJCOSX def2/J DEFGRID3
* xyz 0 1
O -0.955 -14.209 -9.886
V -1.844 -13.193 -9.070
O -2.151 -11.895 -9.931
C -1.850 -8.746 -10.108
C -2.103 -7.539 -11.027
C -0.837 -6.691 -11.090
C -1.048 -5.533 -12.015
N 0.081 -4.504 -11.858
C 0.031 -3.674 -10.561
C -1.117 -2.699 -10.790
C -0.995 -2.289 -12.240
C -0.122 -3.377 -12.867
C 1.481 -5.090 -11.999
C 1.734 -5.688 -13.383
C 3.129 -6.258 -13.437
H -1.718 -8.429 -9.069
H -0.885 -9.176 -10.391
H -2.593 -9.537 -10.140
H -2.895 -6.958 -10.549
H -2.376 -8.008 -11.972
H 0.005 -7.284 -11.449
H -0.653 -6.300 -10.086
H -1.958 -4.968 -11.808
H -1.024 -5.707 -13.090
H 0.986 -3.156 -10.509
H -0.113 -4.290 -9.678
H -1.161 -1.869 -10.090
H -2.062 -3.244 -10.748
H -0.478 -1.341 -12.407
H -1.949 -2.092 -12.730
H 0.838 -2.911 -13.077
H -0.506 -3.883 -13.750
H 1.630 -5.817 -11.205
H 2.111 -4.213 -11.865
H 1.626 -4.905 -14.136
H 1.022 -6.483 -13.616
H 3.945 -5.661 -13.024
H 3.389 -6.547 -14.456
H 3.200 -7.196 -12.875
C -5.792 -12.104 -13.088
C -4.273 -12.078 -13.035
C -3.691 -13.199 -13.883
C -2.179 -13.304 -13.738
N -1.567 -14.443 -14.542
C -0.032 -14.361 -14.301
C 0.275 -15.121 -13.052
C -0.859 -16.134 -12.886
C -1.910 -15.792 -13.947
C -1.846 -14.385 -16.012
C -1.314 -13.098 -16.661
C -1.182 -13.187 -18.176
H -6.067 -11.967 -14.137
H -6.250 -11.449 -12.351
H -6.184 -13.088 -12.817
H -3.951 -12.284 -12.011
H -3.838 -11.124 -13.332
H -3.879 -12.979 -14.940
H -4.140 -14.162 -13.630
H -1.816 -13.468 -12.724
H -1.610 -12.442 -14.077
H 0.423 -14.880 -15.146
H 0.285 -13.322 -14.294
H 1.223 -15.653 -13.143
H 0.388 -14.567 -12.119
H -0.481 -17.138 -13.094
H -1.206 -16.220 -11.858
H -1.722 -16.476 -14.773
H -2.920 -15.790 -13.554
H -2.927 -14.413 -16.135
H -1.407 -15.250 -16.505
H -0.330 -12.845 -16.257
H -1.910 -12.232 -16.367
H -2.200 -13.290 -18.569
H -0.629 -14.070 -18.497
H -0.822 -12.273 -18.640
N -0.536 -12.579 -7.536
S 0.665 -13.571 -6.856
O 0.236 -14.521 -5.867
O 1.963 -12.981 -6.659
F 0.909 -14.532 -8.102
S -0.270 -11.330 -6.681
O 0.696 -10.394 -7.198
O -0.374 -11.503 -5.266
F -1.708 -10.691 -7.055
N 0.348 -10.413 -14.445
S 0.532 -10.620 -12.809
O -0.423 -11.499 -12.201
O 1.158 -9.605 -11.997
F 1.745 -11.645 -12.976
S -0.658 -9.240 -14.438
O -0.100 -7.920 -14.584
O -1.851 -9.497 -13.656
F -1.291 -9.480 -15.907
N -3.611 -14.165 -8.861
S -4.492 -15.203 -9.966
O -5.437 -14.497 -10.768
O -4.825 -16.546 -9.587
F -3.227 -15.410 -10.933
S -4.549 -14.467 -7.625
O -4.109 -15.495 -6.741
O -5.972 -14.430 -7.839
F -4.174 -13.135 -6.830
*
```

Calculated values
Frontier orbital gap   9.411 eV
E_LUMO   -0.787 eV



(4)
This record from the OMol25 dataset describes a structure of composition CHBr3Ca2F2O2PRb at a distorted geometry. The level of theory is ωB97M-V with the def2-TZVPD basis set.

```
! wB97M-V def2-TZVPD RIJCOSX def2/J DEFGRID3
* xyz 4 1
Rb 23.316 -23.857 -21.070
Ca 25.664 -20.811 -20.799
Ca 22.803 -18.883 -20.934
O 22.540 -20.371 -19.020
P 23.469 -21.281 -18.228
O 24.924 -21.381 -18.666
F 22.995 -22.850 -18.429
F 23.303 -21.014 -16.630
C 22.957 -20.672 -12.899
Br 24.525 -21.453 -12.095
Br 22.200 -19.213 -11.884
Br 21.654 -22.164 -13.215
H 23.164 -20.251 -13.883
*
```

Calculated values
Frontier orbital gap   1.575 eV
ΔE to the lowest compared entry with this formula, charge and spin   0.0 kJ/mol
E_LUMO   -17.452 eV